[1]
Below is a structure of composition C25H23As2CrF12N4O9 at a distorted geometry, with properties calculated with wB97M-V/def2-TZVPD.

Computed properties:
HOMO level (spin up / spin down): -6.1 / -6.3 eV
Multiplicity: 5
Calculated total energy: -8576.9150 Ha
HOMO-LUMO gap (spin up / spin down): 6.85 / 7.05 eV
Net charge: -1

XYZ file:
```
76
Properties=species:S:1:pos:R:3:mulliken_spin:R:1
Cr 1.4851 -0.1457 2.7733 3.943
As -0.5507 2.4462 4.6770 0.005
F 0.8454 3.2786 5.4685 0.001
F -0.3039 1.3250 6.0393 0.001
F -1.8081 1.2661 4.1476 0.001
F -0.6838 3.5627 3.3038 0.001
F 0.5797 1.3941 3.7284 0.012
F -1.7371 3.4059 5.6295 0.000
As 3.3957 2.7207 1.3560 0.010
F 3.4787 1.6948 -0.1208 0.001
F 2.4507 1.5136 2.1720 0.001
F 3.3087 3.7652 2.8016 0.001
F 4.2805 4.0329 0.5127 0.000
F 1.8541 3.4165 0.8434 0.001
F 4.8842 2.0115 2.1143 0.002
C -0.6631 0.3973 0.2145 -0.002
O 0.2999 -0.0378 1.1445 0.019
H -0.7391 -0.2565 -0.6543 -0.005
H -1.6578 0.2134 0.6204 0.004
H -0.5521 1.4342 -0.1029 0.003
C 2.4734 4.6327 -2.6211 0.000
C 1.7426 3.4516 -2.2841 0.000
C 1.6835 2.3461 -3.1531 0.000
C 2.3676 2.4525 -4.3621 0.000
C 3.2393 3.4756 -4.6873 0.000
C 3.2598 4.5589 -3.7638 0.000
N 2.0654 1.3681 -5.3709 0.000
O 2.8075 1.3641 -6.4093 0.000
O 1.2115 0.5459 -5.1267 0.000
H 2.4663 5.4050 -1.8661 0.000
H 1.3358 3.2545 -1.3032 0.000
H 1.1841 1.4619 -2.7853 0.000
H 3.7594 3.6305 -5.6210 0.000
H 3.8987 5.3805 -4.0521 0.000
C -5.4487 -2.2938 -1.1178 0.000
C -5.3293 -0.9793 -1.5206 0.000
C -4.1386 -0.5082 -2.1544 0.001
C -3.1120 -1.3860 -2.3125 -0.001
C -3.1973 -2.7262 -1.7651 0.000
C -4.3679 -3.1231 -1.2600 0.000
N -1.8704 -0.8829 -2.9583 0.000
O -1.9202 0.2449 -3.4570 0.000
O -0.8446 -1.5466 -3.0279 0.000
H -6.4762 -2.5570 -0.9143 0.000
H -6.1076 -0.2316 -1.4817 0.000
H -4.1240 0.5355 -2.4319 0.000
H -2.4196 -3.4741 -1.8122 0.000
H -4.4970 -4.1472 -0.9421 0.000
C 2.7713 -2.3219 -3.6916 0.000
C 3.9033 -1.5210 -3.4655 0.000
C 4.2220 -1.1048 -2.1638 0.000
C 3.5044 -1.3922 -1.0594 -0.002
C 2.4529 -2.2412 -1.2307 0.002
C 2.0709 -2.7183 -2.4974 0.000
N 3.9741 -1.0343 0.2825 0.005
O 5.1800 -0.8441 0.5382 0.012
O 3.1478 -0.8389 1.2091 -0.020
H 2.4011 -2.6317 -4.6577 0.000
H 4.4631 -1.2358 -4.3440 0.000
H 5.1751 -0.6304 -1.9820 0.000
H 1.9849 -2.5783 -0.3177 0.003
H 1.2840 -3.4570 -2.5378 0.000
C -4.8854 -2.8466 3.7058 0.000
C -4.4862 -3.1786 5.0047 0.000
C -3.2294 -2.8762 5.4015 0.001
C -2.3629 -2.1258 4.4911 0.004
C -2.7697 -1.8583 3.1968 -0.002
C -4.0426 -2.2002 2.7951 -0.002
N -1.0459 -1.6840 5.0150 0.014
O -0.8020 -1.8688 6.2289 0.009
O -0.2010 -1.2379 4.2087 -0.022
H -5.8934 -3.1434 3.4561 0.000
H -5.2322 -3.6382 5.6362 0.000
H -2.8892 -3.1796 6.3805 0.000
H -2.1092 -1.4095 2.4697 -0.002
H -4.3947 -1.8944 1.8210 0.000
```

***

[2]
Below is a structure of composition C25H23BrF4N3PtS2 at a distorted geometry, with properties calculated with wB97M-V/def2-TZVPD.

Computed properties:
HOMO level (spin up / spin down): -10.6 / -10.6 eV
Multiplicity: 1
Calculated total energy: -5019.5776 Ha
HOMO-LUMO gap (spin up / spin down): 4.40 / 4.39 eV
Net charge: +1

XYZ file:
```
59
Properties=species:S:1:pos:R:3:nbo_charge:R:1
Pt -0.9843 -0.1628 -0.2791 1.036
C -0.4109 -0.4960 -3.4938 -0.640
C -0.2971 0.9464 -3.0426 -0.225
N 0.1764 1.1799 -1.6352 -0.358
C 0.3067 2.6910 -1.4633 -0.223
C -0.3724 3.3500 -0.2840 -0.626
C 1.5281 0.5970 -1.4460 -0.247
C 1.9678 0.8040 -0.0024 -0.261
N 0.9039 0.3551 0.8955 -0.523
C 1.1015 0.3156 2.2171 0.043
C 0.1138 -0.2841 3.0598 0.298
F -0.9720 -0.8206 2.5255 -0.300
C 0.2621 -0.3513 4.4246 0.347
F -0.6947 -0.9267 5.1425 -0.287
C 1.3857 0.1558 5.0543 -0.321
C 2.3695 0.7417 4.2734 0.339
F 3.4529 1.2479 4.8487 -0.285
C 2.2465 0.8274 2.9078 0.319
F 3.2183 1.4439 2.2404 -0.307
H -0.8491 -0.4983 -4.4923 0.248
H -1.0610 -1.0887 -2.8522 0.217
H 0.5569 -0.9907 -3.5692 0.220
H -1.2523 1.4617 -3.1356 0.222
H 0.4056 1.4721 -3.6987 0.212
H -0.0347 3.1490 -2.3902 0.221
H 1.3731 2.9150 -1.4216 0.210
H -1.4552 3.3347 -0.3557 0.231
H -0.0525 4.3933 -0.2673 0.241
H -0.0818 2.8973 0.6657 0.216
H 2.2448 1.0655 -2.1274 0.224
H 1.4821 -0.4643 -1.6764 0.229
H 2.1803 1.8584 0.1891 0.202
H 2.8933 0.2620 0.1965 0.239
H 1.4907 0.1019 6.1291 0.263
S -2.5618 -1.7880 -0.3614 0.121
C -1.1729 -2.8581 -0.5580 -0.137
N 0.0027 -2.2851 -0.6242 -0.570
C 1.0109 -3.2380 -0.6844 0.185
C 2.3831 -2.9834 -0.7251 -0.240
C 3.2517 -4.0525 -0.7878 -0.175
C 2.7750 -5.3684 -0.8138 -0.192
C 1.4220 -5.6362 -0.7736 -0.194
C 0.5455 -4.5566 -0.7040 -0.248
S -1.1876 -4.5741 -0.6150 0.511
H 2.7517 -1.9666 -0.7105 0.214
H 4.3181 -3.8739 -0.8170 0.230
H 3.4774 -6.1889 -0.8638 0.234
H 1.0595 -6.6548 -0.7921 0.238
Br -5.9154 4.2142 0.6659 0.099
C -4.5339 2.9563 0.3955 -0.093
C -3.6667 2.6583 1.4361 -0.212
C -2.6461 1.7413 1.2314 -0.295
C -2.4841 1.1379 -0.0091 -0.053
C -3.3865 1.4058 -1.0281 -0.301
C -4.4081 2.3283 -0.8320 -0.227
H -3.7882 3.1379 2.3977 0.241
H -1.9685 1.5170 2.0464 0.227
H -3.3109 0.9005 -1.9830 0.220
H -5.1089 2.5438 -1.6269 0.241
```

***

[3]
Below is a structure of composition C25H23BrMoN6O6S2, with properties calculated with wB97M-V/def2-TZVPD.

Computed properties:
ΔE to the lowest compared entry with this formula, charge and spin: 0.643 eV
HOMO level (spin up / spin down): -7.7 / -7.7 eV
Multiplicity: 1
Calculated total energy: -5185.1555 Ha
HOMO-LUMO gap (spin up / spin down): 7.58 / 7.58 eV

XYZ file:
```
64
Properties=species:S:1:pos:R:3:mulliken_charge:R:1
Mo -1.4054 -0.6003 -1.3391 -0.551
C -3.5655 -0.5064 -2.0446 -0.531
C -3.3071 -1.7947 -1.4973 -0.357
C -2.3731 -2.4496 -2.3513 -0.460
C -2.0692 -1.5771 -3.4127 -0.428
C -2.7885 -0.3828 -3.2198 -0.772
H -4.1873 0.2629 -1.6214 0.671
H -3.6981 -2.1738 -0.5691 0.420
H -1.9198 -3.4099 -2.1782 0.569
H -1.3334 -1.7506 -4.1778 0.458
H -2.7403 0.4898 -3.8472 0.792
N 6.3331 -0.5356 1.7783 -0.555
C 4.9841 -0.2681 1.6157 1.046
C 4.0250 -1.2365 1.9305 -0.875
C 2.6770 -0.9466 1.8272 -0.147
C 2.2720 0.3095 1.3929 -0.753
C 3.2111 1.2879 1.0921 -0.405
C 4.5575 0.9978 1.1977 -0.832
S 0.5469 0.6553 1.2971 1.469
O 0.3361 2.0381 1.6143 -0.732
O -0.1273 -0.3576 2.0416 -0.690
N 0.1583 0.4477 -0.3133 0.376
C 0.2390 1.5045 -1.1622 0.437
N 1.1507 2.4632 -1.1465 -0.379
C 1.0142 3.4050 -2.0754 -0.449
C 0.0088 3.3915 -3.0282 -0.955
C -0.8774 2.3304 -2.9894 0.051
N -0.7720 1.3957 -2.0622 0.582
H 6.6033 -1.5035 1.8098 0.214
H 6.9769 0.0541 1.2797 0.210
H 4.3412 -2.2105 2.2874 0.345
H 1.9324 -1.6876 2.0962 0.513
H 2.8733 2.2648 0.7758 0.479
H 5.2940 1.7616 0.9759 0.304
H 1.7478 4.2034 -2.0567 0.449
H -0.0833 4.1740 -3.7657 0.428
H -1.6962 2.2530 -3.6922 0.316
N 2.7728 -3.4466 -1.2393 -0.675
C 2.3847 -2.0715 -1.5186 0.929
C 1.0960 -2.0792 -2.3059 0.094
O 0.7328 -3.2464 -2.7596 -0.456
O 0.4504 -1.0592 -2.5320 -0.594
H 2.3925 -3.7574 -0.3453 0.096
H 3.7745 -3.5696 -1.2316 0.244
H 1.4288 -3.8689 -2.4023 0.452
H 3.1313 -1.5714 -2.1391 0.539
H 2.2229 -1.4375 -0.6455 -0.474
S 0.5232 -4.1075 1.4068 -0.460
C -0.2256 -2.9816 0.5192 0.674
N -0.7664 -2.1910 -0.1487 -0.406
Br -4.2985 -1.2437 2.3769 -0.197
C -3.8119 0.5283 2.8548 0.471
C -4.0810 0.8872 4.1683 -0.640
C -3.8171 2.1746 4.6052 -0.467
C -3.3051 3.1146 3.7247 -0.781
C -3.0553 2.7533 2.4138 -0.541
C -3.2867 1.4563 1.9585 0.186
C -2.8997 1.1886 0.5275 0.738
O -3.0015 2.0605 -0.3207 -0.634
O -2.4337 -0.0074 0.3305 0.073
H -4.4994 0.1527 4.8420 0.404
H -4.0200 2.4398 5.6351 0.382
H -3.0967 4.1228 4.0586 0.377
H -2.6502 3.4617 1.7047 0.409
```